No. 1
79
Properties=species:S:1:pos:R:3:mulliken_spin:R:1 method="wB97M-V/def2-TZVPD" relative_energy_kcal_mol=4.2 spin_multiplicity=5 charge=+2 homo_energy_ha="-0.459 / -0.500"
Ir -0.38 0.46 -0.29 2.67
C -0.60 -4.26 -0.24 0.01
C -0.16 -2.94 -0.79 0.00
O -0.41 -1.89 -0.17 0.09
N 0.49 -2.93 -1.96 -0.01
C 1.00 -1.70 -2.55 0.05
C -0.09 -0.93 -3.24 -0.01
C -0.42 -1.18 -4.55 0.01
C -1.46 -0.48 -5.14 0.00
C -2.15 0.46 -4.38 0.02
C -1.76 0.66 -3.08 -0.04
N -0.75 -0.01 -2.51 0.15
H -0.21 -4.36 0.77 0.00
H -0.26 -5.10 -0.84 0.00
H -1.69 -4.28 -0.18 0.00
H 0.62 -3.80 -2.45 0.00
H 1.80 -1.96 -3.24 0.00
H 1.43 -1.09 -1.76 -0.01
H 0.14 -1.92 -5.12 0.00
H -1.74 -0.67 -6.17 0.00
H -2.98 1.02 -4.79 0.00
H -2.28 1.36 -2.45 0.01
C 2.38 -0.71 2.22 0.04
P 1.80 0.35 0.88 0.24
C 3.17 0.12 -0.32 0.01
C 1.96 2.06 1.45 0.07
C 2.51 2.38 2.69 0.02
C 2.62 3.71 3.09 0.00
C 2.20 4.73 2.25 0.01
C 1.64 4.42 1.01 -0.01
C 1.52 3.09 0.61 -0.03
P 0.80 2.65 -1.00 0.20
C 2.14 3.01 -2.19 0.04
C -0.40 3.95 -1.38 0.05
H 3.45 -0.54 2.35 0.01
H 2.22 -1.75 1.93 0.00
H 1.85 -0.54 3.15 0.00
H 4.06 0.65 0.03 0.00
H 2.91 0.46 -1.32 0.00
H 3.40 -0.95 -0.37 0.00
H 2.85 1.60 3.36 0.00
H 3.05 3.94 4.06 0.00
H 2.29 5.76 2.56 0.00
H 1.31 5.23 0.37 0.00
H 2.37 4.07 -2.12 0.01
H 1.81 2.78 -3.21 0.00
H 3.03 2.44 -1.97 0.00
H 0.11 4.90 -1.56 0.00
H -1.12 4.07 -0.58 -0.01
H -0.93 3.68 -2.30 0.00
N -0.64 -0.15 4.87 0.00
C -0.74 -0.76 3.68 0.03
O -0.41 -0.20 2.63 -0.05
C -1.22 -2.19 3.70 0.00
I 0.47 -3.48 3.92 0.00
H -0.32 0.80 4.91 0.00
H -0.87 -0.61 5.73 0.00
H -1.69 -2.44 2.76 0.00
H -1.88 -2.40 4.54 0.00
C -3.37 -0.44 1.09 0.08
Si -2.53 1.20 0.78 0.26
C -2.10 2.19 2.31 0.09
C -3.82 2.27 -0.07 -0.01
C -3.69 3.07 -1.21 -0.04
C -4.73 3.88 -1.65 0.00
C -5.93 3.91 -0.94 0.00
C -6.08 3.13 0.19 0.00
C -5.04 2.31 0.62 0.04
H -3.75 -0.48 2.12 0.01
H -2.70 -1.29 0.93 -0.02
H -4.22 -0.53 0.41 0.00
H -2.60 1.73 3.18 0.01
H -2.49 3.20 2.19 0.00
H -1.03 2.23 2.52 -0.02
H -2.77 3.08 -1.77 0.01
H -4.61 4.50 -2.53 0.00
H -6.74 4.55 -1.27 0.00
H -7.01 3.14 0.75 0.00
H -5.19 1.70 1.51 0.00

No. 2
19
Properties=species:S:1:pos:R:3:lowdin_charge:R:1 method="wB97M-V/def2-TZVPD" relative_energy_kcal_mol=105.7 charge=0 homo_energy_ha="-0.259 / -0.277"
C 0.84 -1.14 -1.41 -0.05
C -0.13 0.67 2.03 -0.05
N 0.01 1.39 -0.28 0.01
C 1.01 -0.45 -0.09 -0.33
C -0.40 0.33 0.57 -0.59
N -0.74 1.46 -1.37 0.02
C -1.51 -0.50 0.31 0.03
N 1.98 -0.51 0.71 0.14
H -1.72 1.20 -1.27 0.09
H -0.51 2.25 -1.96 0.11
H 2.70 -1.16 0.40 0.07
H 0.16 -0.61 -2.07 0.06
H 1.82 -1.21 -1.89 0.08
H 0.45 -2.15 -1.25 0.09
H -0.13 -0.24 2.63 0.08
H 0.83 1.16 2.14 0.07
H -0.92 1.34 2.38 0.08
H -1.87 -0.72 -0.68 0.04
H -1.88 -1.13 1.11 0.06

No. 3
27
Properties=species:S:1:pos:R:3:mulliken_spin:R:1 method="wB97M-V/def2-TZVPD" relative_energy_kcal_mol=0.0 spin_multiplicity=7 charge=+4 homo_energy_ha="-0.836 / -0.836"
I 3.58 -0.68 3.49 -0.01
I 4.32 1.49 1.85 -0.02
Tb 1.00 0.68 2.91 6.00
Ga -0.44 -1.74 0.70 0.01
S 1.23 -0.41 -0.08 0.03
C -2.22 -2.24 0.09 0.00
C -1.33 -0.82 2.26 0.03
C 0.55 -0.11 -1.84 0.00
C 1.42 1.01 -2.39 0.00
C -0.91 0.33 -1.85 0.00
C 0.79 -1.39 -2.64 0.00
C -1.46 1.86 3.62 0.02
C -1.52 0.79 2.04 -0.04
O -1.89 -1.22 3.28 -0.02
O -3.36 -2.39 -0.06 0.00
O -2.23 2.08 4.48 0.00
O -2.28 1.21 1.17 0.00
H 1.18 1.23 -3.44 0.00
H 2.49 0.76 -2.36 0.00
H 1.29 1.95 -1.84 0.00
H -1.22 0.44 -2.90 0.00
H -1.03 1.28 -1.31 0.00
H -1.53 -0.44 -1.38 0.00
H 0.52 -1.24 -3.69 0.00
H 0.19 -2.21 -2.26 0.00
H 1.85 -1.68 -2.58 0.00
F 1.00 1.48 4.75 0.00

No. 4
47
Properties=species:S:1:pos:R:3:lowdin_charge:R:1 method="wB97M-V/def2-TZVPD" smiles="COCCn1c(SCc2cccc(F)c2)nc2cc(C(=O)OC)ccc2c1=O" relative_energy_kcal_mol=0.0 charge=0 homo_energy_ha=-0.316
C -1.16 1.87 5.87 -0.10
O -2.33 1.55 5.15 -0.17
C -2.12 0.83 3.97 -0.21
C -1.56 1.70 2.82 -0.14
N -1.30 0.89 1.64 0.01
C -0.13 0.22 1.48 -0.55
S 1.10 0.42 2.72 1.03
C 2.46 -0.54 1.98 -0.38
C 2.90 0.02 0.66 -0.31
C 3.00 -0.80 -0.45 -0.07
C 3.39 -0.29 -1.67 -0.07
C 3.70 1.06 -1.80 -0.01
C 3.61 1.86 -0.68 -0.27
F 3.91 3.17 -0.78 0.06
C 3.22 1.37 0.55 0.01
N 0.16 -0.54 0.49 0.11
C -0.75 -0.68 -0.51 -0.18
C -0.43 -1.47 -1.62 0.07
C -1.34 -1.61 -2.65 -0.11
C -0.94 -2.45 -3.81 -0.46
O 0.14 -2.96 -3.94 0.12
O -1.92 -2.58 -4.72 -0.04
C -1.62 -3.36 -5.86 -0.04
C -2.59 -0.98 -2.59 0.00
C -2.91 -0.20 -1.50 0.01
C -2.00 -0.04 -0.46 -0.05
C -2.33 0.79 0.69 -0.35
O -3.39 1.36 0.86 0.09
H -1.49 2.25 6.83 0.09
H -0.53 0.98 6.02 0.09
H -0.56 2.64 5.36 0.08
H -3.10 0.44 3.68 0.13
H -1.43 -0.01 4.14 0.11
H -0.63 2.19 3.12 0.08
H -2.31 2.45 2.55 0.14
H 3.25 -0.49 2.73 0.09
H 2.11 -1.57 1.87 0.08
H 2.76 -1.85 -0.36 0.11
H 3.45 -0.93 -2.54 0.11
H 4.01 1.48 -2.74 0.12
H 3.15 2.03 1.40 0.12
H 0.53 -1.96 -1.68 0.12
H -2.51 -3.37 -6.48 0.09
H -0.78 -2.93 -6.40 0.10
H -1.35 -4.38 -5.56 0.10
H -3.29 -1.11 -3.41 0.12
H -3.86 0.30 -1.43 0.12

No. 5
14
Properties=species:S:1:pos:R:3:lowdin_charge:R:1 method="wB97M-V/def2-TZVPD" smiles="CC(=O)NCN" relative_energy_kcal_mol=22.1 charge=0 homo_energy_ha=-0.341
C 2.26 0.07 0.23 -0.02
C 0.88 -0.04 -0.37 -0.52
O 0.68 -0.04 -1.55 0.07
N -0.07 0.02 0.67 0.05
C -1.51 0.19 0.34 -0.26
N -1.94 -0.50 -0.87 0.00
H 2.64 -0.83 0.70 0.08
H 2.98 0.37 -0.53 0.08
H 2.36 0.89 0.96 0.08
H 0.21 -0.51 1.48 0.12
H -2.10 -0.27 1.14 0.11
H -1.83 1.25 0.39 0.11
H -2.96 -0.50 -0.88 0.06
H -1.59 -0.10 -1.72 0.05

No. 6
52
Properties=species:S:1:pos:R:3:lowdin_charge:R:1 method="wB97M-V/def2-TZVPD" smiles="CC(C)c1nnc(NC(=O)CCC(=O)N2CCN(c3ccccc3F)CC2)s1" relative_energy_kcal_mol=16.2 charge=0 homo_energy_ha=-0.293
C 0.60 2.52 -4.25 -0.07
C 0.69 1.23 -3.43 -0.43
C 2.14 0.91 -3.09 -0.07
C -0.12 1.37 -2.20 -0.55
N -1.26 0.81 -2.01 0.02
N -1.82 1.10 -0.84 0.01
C -1.10 1.89 -0.11 -0.59
N -1.45 2.28 1.16 0.12
C -0.54 2.83 2.02 -0.49
O 0.55 3.18 1.64 0.01
C -1.01 2.89 3.45 -0.07
C -0.78 1.53 4.13 -0.07
C -1.58 0.47 3.38 -0.48
O -2.79 0.41 3.55 0.05
N -0.96 -0.35 2.50 -0.03
C 0.42 -0.32 2.08 -0.11
C 0.99 -1.75 2.03 -0.12
N 0.21 -2.56 1.12 -0.09
C 0.49 -2.52 -0.24 -0.16
C -0.48 -2.35 -1.23 -0.02
C -0.17 -2.37 -2.58 -0.10
C 1.13 -2.56 -3.00 -0.11
C 2.12 -2.75 -2.05 -0.03
C 1.80 -2.73 -0.71 -0.20
F 2.81 -2.96 0.17 0.05
C -1.16 -2.61 1.57 -0.13
C -1.79 -1.22 1.68 -0.11
S 0.40 2.37 -0.84 1.16
H 1.16 2.42 -5.18 0.08
H 1.01 3.35 -3.69 0.07
H -0.44 2.74 -4.50 0.08
H 0.25 0.41 -4.01 0.13
H 2.20 -0.01 -2.50 0.06
H 2.72 0.77 -4.00 0.08
H 2.59 1.72 -2.52 0.07
H -2.36 1.95 1.49 0.16
H -0.45 3.66 3.98 0.13
H -2.08 3.13 3.49 0.13
H 0.28 1.31 4.18 0.11
H -1.18 1.58 5.14 0.13
H 1.03 0.29 2.74 0.12
H 0.48 0.11 1.07 0.11
H 2.03 -1.70 1.73 0.12
H 0.93 -2.20 3.02 0.13
H -1.51 -2.19 -0.96 0.10
H -0.96 -2.22 -3.30 0.11
H 1.38 -2.57 -4.05 0.10
H 3.15 -2.92 -2.33 0.12
H -1.75 -3.24 0.90 0.13
H -1.15 -3.08 2.56 0.13
H -2.77 -1.28 2.15 0.13
H -1.90 -0.77 0.69 0.10

No. 7
89
Properties=species:S:1:pos:R:3:lowdin_charge:R:1 method="wB97M-V/def2-TZVPD" relative_energy_kcal_mol=0.0 charge=+2 homo_energy_ha=-0.495
Pt -0.31 0.12 -1.98 1.04
C 4.14 -2.77 -4.05 -0.06
C 4.02 -2.25 -2.62 -0.23
N 2.87 -2.83 -1.92 -0.09
C 3.13 -4.09 -1.19 -0.17
C 3.51 -3.81 0.26 -0.05
C 1.67 -2.29 -1.90 -0.57
S 1.48 -0.86 -2.94 0.82
N 0.73 -2.89 -1.18 0.15
C -0.55 -2.62 -1.17 -0.38
O -1.15 -1.69 -1.87 -0.25
C -1.42 -3.41 -0.29 -0.14
C -0.85 -4.26 0.66 0.00
C -1.67 -4.95 1.54 -0.05
C -3.05 -4.80 1.47 -0.05
C -3.62 -3.97 0.51 -0.05
C -2.81 -3.27 -0.36 -0.01
H 5.03 -2.35 -4.52 0.09
H 3.27 -2.49 -4.64 0.07
H 4.24 -3.85 -4.06 0.09
H 3.94 -1.16 -2.59 0.09
H 4.90 -2.52 -2.04 0.13
H 3.94 -4.58 -1.72 0.13
H 2.24 -4.71 -1.26 0.12
H 4.40 -3.20 0.32 0.08
H 3.72 -4.76 0.76 0.09
H 2.70 -3.30 0.78 0.05
H 0.22 -4.34 0.72 0.11
H -1.23 -5.59 2.29 0.12
H -3.68 -5.35 2.15 0.12
H -4.70 -3.88 0.44 0.11
H -3.25 -2.64 -1.12 0.11
C -0.55 3.60 3.83 -0.03
C -0.25 2.61 2.74 -0.23
C -0.25 1.23 2.99 0.06
C 0.04 0.30 2.01 -0.06
C 0.20 -1.16 2.37 -0.29
O 1.16 -1.77 1.96 0.11
C -0.80 -1.79 3.27 -0.16
C -2.13 -1.37 3.30 -0.03
C -3.05 -2.02 4.11 -0.06
C -2.63 -3.07 4.92 -0.06
C -1.30 -3.48 4.90 -0.06
C -0.40 -2.85 4.07 -0.01
C 0.31 0.73 0.70 -0.26
O 0.55 -0.20 -0.22 -0.21
C 0.33 2.11 0.42 -0.09
C 0.06 3.02 1.46 0.03
C 0.67 2.65 -0.89 -0.14
N 0.50 1.97 -1.99 -0.12
C 0.91 2.44 -3.32 -0.27
C -0.28 2.57 -4.27 -0.38
Te -1.64 0.92 -4.08 1.56
C -2.56 1.68 -2.33 -0.51
C -2.79 0.73 -1.31 -0.19
C -3.14 1.17 -0.03 -0.03
C -3.27 2.52 0.23 -0.03
C -3.07 3.44 -0.80 -0.03
C -2.71 3.03 -2.07 -0.12
C 1.22 4.03 -0.95 -0.21
C 2.43 4.29 -0.33 -0.01
C 2.96 5.58 -0.37 -0.04
C 2.26 6.60 -1.00 -0.04
C 1.03 6.33 -1.60 -0.04
C 0.52 5.05 -1.58 -0.04
H -0.89 3.10 4.73 0.08
H -1.33 4.31 3.52 0.09
H 0.33 4.18 4.08 0.09
H -0.46 0.88 3.99 0.14
H -2.45 -0.54 2.69 0.10
H -4.08 -1.70 4.13 0.11
H -3.34 -3.56 5.57 0.11
H -0.98 -4.29 5.54 0.11
H 0.64 -3.17 4.03 0.13
H 0.07 4.08 1.24 0.14
H 1.62 1.71 -3.72 0.08
H 1.43 3.39 -3.25 0.13
H 0.05 2.58 -5.31 0.07
H -0.86 3.47 -4.09 0.05
H -2.84 -0.33 -1.53 0.08
H -3.33 0.44 0.74 0.11
H -3.54 2.86 1.22 0.13
H -3.21 4.50 -0.60 0.13
H -2.57 3.77 -2.85 0.10
H 2.97 3.50 0.19 0.13
H 3.91 5.78 0.10 0.12
H 2.66 7.60 -1.01 0.12
H 0.48 7.13 -2.07 0.12
H -0.45 4.84 -2.04 0.10

No. 8
16
Properties=species:S:1:pos:R:3:lowdin_charge:R:1 method="wB97M-V/def2-TZVPD" relative_energy_kcal_mol=114.7 charge=0 homo_energy_ha=-0.349
C 0.07 0.62 0.00 -0.58
C -0.13 -0.17 1.35 -0.06
C 0.22 -1.39 0.34 -0.17
C -1.06 -1.33 -0.55 -0.05
C -1.12 -0.04 -0.86 -0.04
C 1.06 -0.28 -0.63 -0.56
H -1.02 2.41 -0.45 0.18
H 0.79 2.56 0.84 0.18
H -1.22 -0.20 1.74 0.13
H 0.55 0.05 2.17 0.09
H 1.04 -2.16 0.63 0.15
H -1.76 -2.06 -0.96 0.11
H -1.65 0.51 -1.52 0.07
H 1.14 -0.42 -1.64 0.05
N 0.23 2.13 -0.23 -0.02
Cl 2.86 -0.23 -0.24 0.51

No. 9
12
Properties=species:S:1:pos:R:3:lowdin_charge:R:1 method="wB97M-V/def2-TZVPD" relative_energy_kcal_mol=151.1 charge=0 homo_energy_ha="-0.349 / -0.349"
C -0.40 -0.64 0.49 -0.52
C 0.76 -1.52 0.49 -0.03
N 0.98 0.65 -0.86 -0.15
N -1.59 1.61 -0.41 0.20
N -0.06 0.52 -0.22 0.02
O -1.45 -0.80 1.02 0.13
O 1.25 1.49 -1.69 0.02
H 0.83 -2.20 1.41 0.12
H 1.78 -1.00 0.25 0.12
H 0.52 -2.20 -0.30 0.09
H -1.01 2.35 -0.74 0.00
H -1.62 1.75 0.55 -0.01

No. 10
99
Properties=species:S:1:pos:R:3:lowdin_charge:R:1 method="wB97M-V/def2-TZVPD" charge=-1 homo_energy_ha=-0.187
C 1.11 2.23 -2.77 -0.10
C 0.50 1.08 -1.94 -0.38
N 0.44 1.46 -0.51 -0.15
Ga 1.71 0.58 0.60 0.03
P 1.43 -1.76 0.19 0.41
O 2.10 -2.56 1.50 -0.50
Br -0.83 -2.04 0.43 0.32
P 1.51 0.85 2.91 0.77
C 3.26 0.84 3.53 -0.38
C 0.92 2.56 3.35 -0.50
C 0.16 3.28 2.24 -0.20
S 3.93 0.87 -0.15 0.51
C 4.22 0.10 -1.76 -0.19
O 4.81 0.10 0.78 -0.48
O 4.30 2.28 -0.29 -0.43
H 0.77 3.15 -2.29 0.07
H 0.82 2.19 -3.81 0.04
H 2.20 2.22 -2.65 0.05
H -0.53 0.94 -2.28 0.09
H 1.08 0.16 -2.10 0.06
H -0.49 1.30 -0.14 -0.01
H 1.63 -2.25 2.29 0.01
H 3.25 0.67 4.60 0.01
H 3.69 1.83 3.37 0.04
H 3.81 0.05 3.04 -0.01
H 1.76 3.18 3.68 0.07
H 0.26 2.48 4.21 0.05
H -0.73 2.71 1.96 0.05
H 0.75 3.41 1.33 0.05
H -0.17 4.27 2.55 0.05
H 3.40 0.28 -2.44 0.03
H 5.13 0.56 -2.14 0.06
H 4.41 -0.97 -1.62 0.05
O 5.23 -2.36 2.15 -0.07
H 5.56 -1.76 1.47 0.03
H 4.27 -2.29 2.06 0.00
O 3.37 -4.90 3.62 -0.05
H 4.05 -4.30 3.30 0.01
H 2.55 -4.53 3.28 0.02
O -4.16 -1.93 1.66 -0.07
H -3.26 -1.91 1.30 -0.06
H -4.46 -1.02 1.59 0.05
O -2.91 1.22 -0.41 -0.06
H -3.09 2.15 -0.56 0.04
H -3.41 0.75 -1.10 0.01
O 1.49 3.44 -5.82 -0.05
H 1.68 3.04 -6.67 0.03
H 1.80 4.35 -5.91 0.04
O -2.21 -5.30 0.87 -0.07
H -2.15 -5.64 -0.03 0.04
H -1.93 -4.38 0.80 -0.07
O -0.64 2.01 -7.61 -0.05
H -1.33 2.54 -8.02 0.04
H -0.58 2.35 -6.71 0.03
O 4.71 1.68 6.09 -0.07
H 5.48 1.29 5.66 0.01
H 4.81 1.49 7.03 0.02
O 6.39 0.34 3.94 -0.05
H 5.99 0.30 3.06 0.02
H 6.95 -0.44 4.00 0.04
O -6.81 -1.43 0.37 -0.05
H -7.73 -1.71 0.28 0.06
H -6.33 -2.25 0.57 0.05
O -6.80 0.00 -2.31 -0.07
H -6.03 -0.34 -2.78 0.03
H -6.61 -0.26 -1.39 0.00
O -1.73 -2.13 -3.10 -0.07
H -0.93 -2.47 -3.52 0.05
H -1.61 -2.30 -2.16 -0.06
O 5.54 2.77 9.13 -0.06
H 6.39 2.90 8.69 0.04
H 5.19 3.65 9.24 0.04
O -4.34 -1.23 -1.47 -0.04
H -3.56 -1.59 -1.91 0.02
H -4.22 -1.44 -0.54 0.01
O -3.16 -4.82 3.75 -0.07
H -3.27 -3.90 3.51 0.01
H -2.65 -5.20 3.02 0.00
O 0.09 -1.19 -8.29 -0.07
H -0.01 -0.29 -7.96 0.00
H 0.50 -1.09 -9.16 0.00
O 1.70 -2.59 -10.52 -0.05
H 0.82 -2.91 -10.76 0.04
H 2.08 -3.31 -10.00 0.04
O -9.45 -1.26 -2.77 -0.08
H -9.52 -2.18 -3.04 0.02
H -8.50 -1.06 -2.82 -0.01
O -8.25 -1.92 3.00 -0.06
H -7.43 -1.72 2.54 0.00
H -8.60 -1.06 3.24 0.04
O -2.87 4.47 1.97 -0.06
H -2.67 5.23 2.53 0.04
H -3.70 4.13 2.31 0.05
O 5.70 -5.08 0.96 -0.08
H 5.87 -4.27 1.45 0.00
H 4.91 -5.44 1.37 0.02
O -2.55 7.07 0.80 -0.07
H -2.65 6.13 0.62 0.01
H -1.61 7.21 0.90 0.04

No. 11
15
Properties=species:S:1:pos:R:3:mulliken_spin:R:1 method="wB97M-V/def2-TZVPD" relative_energy_kcal_mol=27.6 spin_multiplicity=2 charge=+2 homo_energy_ha="-0.775 / -0.775"
C 0.67 -0.62 -0.92 0.12
O 1.93 -0.91 -1.49 0.66
C 0.42 0.82 -0.83 0.00
N -0.55 1.19 0.22 0.01
H -0.24 -1.02 -1.32 0.13
H 0.56 -1.24 0.01 0.08
H 2.09 -1.84 -1.23 -0.02
H 0.04 1.06 -1.82 0.02
H 1.41 1.36 -0.80 0.01
H -1.34 1.82 -0.07 0.00
H -1.08 0.34 0.50 0.00
H -0.12 1.48 1.13 0.00
H -1.97 -0.72 2.26 0.00
H -0.62 -1.02 2.54 0.00
O -1.20 -0.72 1.81 0.00

No. 12
21
Properties=species:S:1:pos:R:3:lowdin_charge:R:1 method="wB97M-V/def2-TZVPD" relative_energy_kcal_mol=28.5 charge=-2 homo_energy_ha=-0.077
C -0.77 -1.52 -2.12 -0.08
C -0.03 0.24 2.57 -0.08
C 0.06 -1.28 -0.82 -0.16
C 0.26 0.42 1.07 -0.21
C -0.61 -0.31 0.19 -0.42
O -1.54 2.48 0.67 -0.37
O -3.21 1.78 -1.24 -0.37
O -1.81 -0.06 0.12 -0.03
O -0.80 1.74 -1.78 -0.36
P -1.84 1.91 -0.70 0.24
I 10.81 -0.48 -0.19 -1.00
H -1.76 -1.22 -1.79 0.07
H -0.51 -2.51 -2.40 0.04
H -0.44 -0.75 -2.83 0.07
H 0.40 1.01 3.14 0.04
H -1.14 0.47 2.78 0.11
H 0.31 -0.73 2.87 0.05
H 1.05 -0.83 -1.05 0.12
H 0.24 -2.12 -0.16 0.11
H 1.37 0.33 0.80 0.15
H -0.05 1.44 0.86 0.07

Number 1: E -75648.7868 eV. Number 2: E -9829.3227 eV. Number 3: E -121144.1593 eV. Number 4: E -45772.1456 eV. Number 5: E -8268.3679 eV. Number 6: E -45191.6621 eV. Number 7: E -75124.6383 eV. Number 8: E -20358.6157 eV. Number 9: E -10715.2565 eV. Number 10: E -211742.2611 eV. Number 11: E -7798.8923 eV. Number 12: E -30930.8960 eV.